Molecular formula: C5H9NO2
Method: DFT, ωB97M-V/def2-TZVPD

The geometry in ORCA input format:
```
! RIJCOSX wB97M-V def2-TZVPD def2/J DEFGRID3
* xyz 0 1
C 3.5783 -0.1251 0.0982
C 2.4792 -0.8547 -0.0706
C 1.0060 -0.2631 0.0745
C -2.0506 1.1388 0.0188
C -1.7049 -0.2989 0.0982
N -2.6180 -1.3052 0.3359
O -0.3495 -0.7510 -0.0085
O 1.0088 1.1348 0.1004
H 4.5351 -0.6065 -0.0032
H 3.5876 0.9169 0.3632
H 2.5033 -1.9136 -0.2734
H -1.1553 1.7252 0.2131
H -2.8167 1.3915 0.7504
H -2.4215 1.4133 -0.9744
H -3.4590 -1.2255 -0.2287
H -2.2013 -2.2253 0.2922
H 1.7493 1.4449 -0.4331
*
```

- LUMO energy (alpha / beta): 0.6 / 0.9 eV
- Energy above the lowest of the compared OMol25 structures with the same formula, charge and spin: 129.9 kcal per mole
- Gap between HOMO and LUMO (alpha / beta): 6.496 / 7.406 eV
- Largest force on an atom: 0.100 hartree/bohr

---

Molecular formula: C5H9NO2
Method: DFT, ωB97M-V/def2-TZVPD

The geometry in ORCA input format:
```
! RIJCOSX wB97M-V def2-TZVPD def2/J DEFGRID3
* xyz 0 1
O -0.2157 1.9915 1.4163
C -0.3789 2.1781 0.2327
C 0.0618 1.1505 -0.8122
C -0.2374 -0.3212 -0.4433
C 0.5187 -0.8728 0.7652
C 0.4528 -2.3720 1.0456
O 0.3564 -3.1570 0.1457
N -0.5690 1.5939 -2.0692
H -0.7601 3.1681 -0.0859
H 1.1138 1.3496 -1.0294
H -1.3177 -0.4691 -0.3737
H -0.0293 -0.9616 -1.3121
H 1.5921 -0.6679 0.6639
H 0.1982 -0.3171 1.6398
H 0.4795 -2.6837 2.1001
H -1.5356 1.8367 -2.0659
H -0.3324 0.9802 -2.8408
*
```

- LUMO energy: 0.7 eV
- Energy above the lowest of the compared OMol25 structures with the same formula, charge and spin: 37.9 kcal per mole
- Gap between HOMO and LUMO: 10.235 eV
- SMILES: N[C@@H](C=O)CCC=O
- Largest force on an atom: 0.035 hartree/bohr

---

Molecular formula: C5H9NO2S
Method: DFT, ωB97M-V/def2-TZVPD

The geometry in ORCA input format:
```
! RIJCOSX wB97M-V def2-TZVPD def2/J DEFGRID3
* xyz 0 1
O 0.9615 2.5269 0.1088
O 2.4724 0.9451 0.3443
C 1.4032 1.4366 0.6116
N 0.7468 -1.0149 0.7891
S -0.5803 -1.4575 -0.3740
C 0.2504 -1.3030 -2.0109
C 0.4828 0.3532 1.3624
C -1.5979 0.0912 -0.1095
C -0.9915 0.5800 1.2023
H 1.6512 -0.9859 0.3079
H -0.3433 -1.6831 -2.9424
H 0.5033 -0.2990 -2.2326
H 1.2606 -1.7833 -2.0529
H 0.7261 0.3677 2.4573
H -1.4872 0.8615 -0.8745
H -2.6378 -0.1732 0.1059
H -1.3239 1.5824 1.4012
H -1.4964 -0.0448 1.9062
*
```

- LUMO energy: -0.3 eV
- Energy above the lowest of the compared OMol25 structures with the same formula, charge and spin: 75.5 kcal per mole
- Gap between HOMO and LUMO: 7.735 eV
- Largest force on an atom: 0.071 hartree/bohr

---

Molecular formula: C5H9NO2S
Method: DFT, ωB97M-V/def2-TZVPD

The geometry in ORCA input format:
```
! RIJCOSX wB97M-V def2-TZVPD def2/J DEFGRID3
* xyz 0 1
C -1.0567 1.0745 0.1363
C -0.9387 2.3700 0.1225
C -0.1112 -1.3475 0.0114
C -1.5037 -1.5454 0.5721
C 1.5248 0.3976 -0.2914
N 0.4073 -0.0797 0.4670
O -3.4785 0.2875 0.8074
O -2.6558 -0.2434 -1.4534
S -2.3867 -0.0822 -0.0497
H -1.8084 2.9901 -0.0369
H 0.0009 2.8764 0.2749
H 0.5734 -2.1268 0.3720
H -0.1602 -1.4146 -1.0913
H -1.9826 -2.4467 0.2048
H -1.5250 -1.4947 1.6558
H 2.3634 -0.2788 -0.1079
H 1.3422 0.4342 -1.3741
H 1.8035 1.3868 0.0651
*
```

- LUMO energy: 0.8 eV
- Energy above the lowest of the compared OMol25 structures with the same formula, charge and spin: 84.3 kcal per mole
- Gap between HOMO and LUMO: 10.218 eV
- Largest force on an atom: 0.099 hartree/bohr

---

no.,E (eV)
1,-10910.943
2,-10914.933
3,-21748.386
4,-21748.008